1.
The following is a DFT calculation (ωB97M-V/def2-TZVPD) of an isolated ion of composition C12H13BrN3O2 and charge +1.

Net charge: +1
ΔE to the lowest compared entry with this formula, charge and spin, kJ/mol: 325.9
Energy, eV: -91251.047
LUMO energy, eV: -4.9

```
31
C12H13BrN3O2 (ωB97M-V/def2-TZVPD)
N -2.218 -1.768 2.836
C -2.299 -2.047 1.357
C -0.968 -1.524 0.718
C -0.894 -0.005 0.381
C -1.960 0.850 0.939
C -2.076 2.326 0.685
C -1.085 2.942 -0.166
C 0.001 2.098 -0.711
C 0.995 2.765 -1.561
N 2.019 2.075 -2.129
C 2.232 0.692 -1.918
Br 3.784 0.031 -2.894
C 1.361 -0.130 -1.066
C 1.630 -1.636 -0.805
O 2.898 -2.192 -1.152
N 3.805 -1.689 -0.213
O 4.823 -2.259 -0.278
C 0.176 0.633 -0.471
H -3.129 -1.466 3.192
H -1.516 -1.055 3.033
H -2.493 -3.143 1.207
H -3.212 -1.497 0.984
H -0.127 -1.777 1.425
H -0.834 -2.087 -0.254
H -2.767 0.444 1.606
H -2.906 2.921 1.145
H -1.160 4.044 -0.363
H 0.906 3.864 -1.760
H 2.650 2.622 -2.728
H 1.523 -1.799 0.309
H 0.841 -2.233 -1.349
```

2.
The following is a DFT calculation (ωB97M-V/def2-TZVPD) of one molecule with the formula C4H6N2O.

Net charge: 0
ΔE to the lowest compared entry with this formula, charge and spin, kJ/mol: 395.7
Energy, eV: -9269.401
LUMO energy, eV: 0.7

```
13
C4H6N2O (ωB97M-V/def2-TZVPD)
H -3.616 0.327 -0.026
N -2.514 0.692 -0.335
C -1.660 -0.310 0.187
N -0.312 -0.080 0.092
C 1.022 -0.940 -0.300
C 1.788 0.449 0.001
C 0.457 1.145 -0.066
O 0.135 2.293 -0.018
H -2.014 -1.429 0.776
H 0.824 -1.527 -1.174
H 1.249 -1.803 0.419
H 2.627 0.651 -0.664
H 2.015 0.533 1.108
```